This record from the OMol25 dataset describes 2 unconnected molecules or ions with the total composition C4H9N2. The level of theory is wB97M-V/def2-TZVPD.

ORCA input file:
```
! RIJCOSX wB97M-V def2-TZVPD def2/J DEFGRID3
* xyz 1 3
C -1.45 0.82 0.18
C -1.65 -0.36 0.11
C -1.28 2.21 0.43
C 1.05 -1.25 0.14
N 1.58 -0.19 -0.37
N 0.75 -2.34 -0.54
H -1.27 2.33 1.62
H -2.20 2.80 -0.04
H -0.38 2.61 -0.11
H 0.88 -1.22 1.13
H 1.66 0.59 0.27
H 1.82 -0.30 -1.34
H 0.94 -2.29 -1.53
H 0.19 -3.04 -0.08
H -1.68 -1.39 0.12
*
```

The expectation value of S² is 2.008. As for the orbital gap (alpha / beta): 7.02 / 4.57 eV. The value obtained for the highest occupied orbital energy (alpha / beta) is -10.320 / -13.629 eV.

---

This record from the OMol25 dataset describes 2 unconnected molecules or ions with the total composition C4H9N2. The level of theory is wB97M-V/def2-TZVPD.

ORCA input file:
```
! RIJCOSX wB97M-V def2-TZVPD def2/J DEFGRID3
* xyz 1 3
C 1.62 0.49 -1.00
C 0.84 -0.07 -1.71
C 2.70 0.93 -0.16
C -1.36 -0.58 0.61
N -1.99 -0.93 1.75
N -1.94 -0.02 -0.42
H 2.44 1.71 0.41
H 3.47 1.40 -0.73
H 3.09 0.13 0.31
H -0.39 -1.00 0.44
H -1.45 -1.40 2.56
H -3.03 -0.72 1.90
H -2.92 0.38 -0.34
H -1.29 0.20 -1.18
H 0.19 -0.52 -2.43
*
```

The expectation value of S² is 2.008. As for the orbital gap (alpha / beta): 7.31 / 4.93 eV. The value obtained for the highest occupied orbital energy (alpha / beta) is -10.808 / -13.676 eV.

---

Result set for F_max: 4.46; 5.64 eV/Å, one per record in the order listed.
Result set for ΔE to the lowest compared entry with this formula, charge and spin: 86.02; 72.19 kcal/mol, one per record in the order listed.
Result set for E: -266.79015; -266.81218 Eh, one per record in the order listed.